The following is a quantum chemistry calculation of C21H14BrCl3F5GeI2MoN4O3 as an isolated structure, from the OMol25 dataset.

Geometry as XYZ:
```
55
Properties=species:S:1:pos:R:3:forces:R:3
I 2.949211 -0.270880 4.052299 0.1 0.2 -0.3
I 2.932089 1.366788 1.762071 -0.1 -0.5 0.4
Mo 1.101997 0.291675 0.105115 0.3 0.6 -0.1
Br -1.206379 3.070672 -0.964431 0.0 0.0 0.1
Ge 2.054617 -2.384621 -2.623801 -0.2 -0.1 0.1
Cl 1.593238 -2.222738 -4.736163 0.1 0.1 0.0
Cl 0.418427 -3.661435 -1.885581 0.0 -0.1 0.0
Cl 3.788105 -3.650162 -2.339648 0.1 0.0 -0.1
F -4.925117 0.047245 -3.485491 0.0 0.0 0.0
F -0.304838 0.858019 -3.858393 0.0 0.0 0.0
F -2.806601 1.075056 -4.851762 0.0 0.0 0.0
F -2.009377 -1.446612 -0.106026 0.0 0.0 0.0
F -4.506496 -1.208809 -1.103973 0.0 0.0 0.0
O 2.830887 -0.195141 -1.016786 0.0 0.0 0.2
O 4.096163 0.353014 -2.773208 0.1 0.1 0.1
O 0.144107 -0.461486 -1.505070 0.2 -0.3 -0.3
N 1.356807 2.030461 -1.342586 0.0 -0.3 0.0
N 1.101905 -1.662438 0.895667 0.0 0.2 -0.1
N -0.044652 0.929308 1.197028 -0.3 -0.1 0.0
N 0.370550 -3.761657 1.936135 0.2 0.0 0.0
C -3.688044 -0.068976 -2.994890 0.0 0.0 0.0
C 2.521048 1.936302 -2.019500 0.0 0.0 -0.2
C -3.472814 -0.705488 -1.783733 0.0 0.0 0.0
C -0.669413 1.401842 2.337200 0.0 0.1 0.1
C 2.961495 2.912040 -2.886568 -0.1 0.0 0.0
C 2.162459 4.027481 -3.090922 0.0 0.0 0.0
C -1.328697 0.318456 -3.182592 -0.1 0.0 0.0
C 3.260045 0.608500 -1.935705 0.0 0.0 -0.2
C -1.080912 -0.322829 -1.966890 -0.1 0.0 0.1
C -1.678449 0.911702 4.460336 0.0 0.0 0.0
C -1.356323 3.194282 3.775939 0.0 0.0 0.0
C -1.796816 2.271547 4.714015 0.0 0.0 0.0
C 0.550335 3.041120 -1.641152 0.1 0.2 0.0
C -0.827385 -4.444729 1.450698 0.0 0.0 0.0
C 0.923329 4.079961 -2.485679 0.0 -0.1 0.0
C -2.607172 0.444404 -3.692393 0.0 0.0 0.0
C 0.983036 -4.176173 3.197674 -0.1 0.0 0.0
C -0.788199 2.768121 2.585838 0.0 -0.1 0.1
C 0.756976 -2.651781 1.383180 0.0 0.1 0.0
C -2.189664 -0.826385 -1.284025 -0.1 0.0 -0.1
C -1.117593 0.470654 3.274894 -0.1 0.1 0.0
H 1.191830 -5.244198 3.153512 0.0 0.0 0.0
H -1.009719 -0.584724 3.062266 0.0 0.0 0.0
H -1.704622 -4.139697 2.024410 0.0 0.0 0.0
H 2.480030 4.824930 -3.748805 0.0 0.0 0.0
H 1.911704 -3.628558 3.338619 0.0 0.0 0.0
H -2.014662 0.191652 5.194712 0.0 0.0 0.0
H 3.898550 2.753486 -3.399349 0.0 0.0 0.0
H 0.313425 -3.969574 4.034879 0.0 0.0 0.0
H -0.429555 3.478477 1.854939 0.0 0.0 0.0
H 0.231984 4.888363 -2.667991 0.0 0.0 0.0
H -2.220784 2.612787 5.648978 0.0 0.0 0.0
H -0.674975 -5.517345 1.558415 0.0 0.0 0.0
H -1.450063 4.254083 3.972884 0.0 0.0 0.0
H -0.975025 -4.205990 0.401410 0.0 0.0 0.0
```
Forces are in eV/Å.

Values from the calculation:
* electronic energy: -8447.9624 a.u.
* total charge: 0
* E_HOMO (spin up / spin down): -7.767 / -7.767 eV
* LUMO (spin up / spin down): -2.352 / -2.350 eV
* molar mass: 1074.0 g mol⁻¹
* expectation value of S²: 0.75
* frontier orbital gap (spin up / spin down): 5.41 / 5.42 eV
* spin multiplicity: 2

Atomic partial charges in e from the Mulliken method, atoms 1 to 6: number 1, I, carries -0.259; number 2, I, carries 0.255; number 3, Mo, carries 1.055; number 4, Br, carries -0.042; number 5, Ge, carries 0.885; number 6, Cl, carries -0.320